A 13-piece molecular cluster, C53H140N18O21 overall in a non-equilibrium geometry. Source: the OMol25 dataset; level of theory: ωB97M-V with the def2-TZVPD basis set.

Summary:
HOMO-LUMO gap: 0.327 Eh
LUMO energy: 0.01701 Eh
Charge: 0
HOMO: -8.43 eV
Relative energy (zero: lowest compared OMol25 entry of this formula, charge and spin): 16.7 kcal per mole
Max |F|: 5.97 eV/Å

CARTESIAN COORDINATES (ANGSTROEM)
C1 -23.37 -4.38 31.80
O1 -24.53 -4.18 31.48
N1 -22.88 -4.09 33.05
N2 -22.50 -4.94 30.89
H1 -21.94 -3.87 33.07
H2 -23.47 -3.36 33.48
H3 -22.97 -5.52 30.17
H4 -21.69 -5.46 31.22
C2 -21.74 -1.43 29.64
O2 -21.98 -1.72 28.45
N3 -20.49 -1.02 30.01
N4 -22.69 -1.27 30.60
H5 -20.34 -1.08 31.03
H6 -19.67 -1.37 29.49
H7 -22.32 -1.37 31.52
H8 -23.54 -1.87 30.54
C3 -20.99 -3.42 25.69
O3 -20.58 -4.27 25.00
N5 -20.19 -2.53 26.44
N6 -22.36 -3.28 26.03
H9 -20.71 -1.87 27.03
H10 -19.21 -2.54 26.27
H11 -23.02 -3.92 25.68
H12 -22.61 -2.83 26.90
C4 -19.32 -2.13 33.65
O4 -20.32 -1.81 33.05
N7 -18.22 -2.40 32.98
N8 -19.33 -2.30 35.02
H13 -18.31 -1.99 32.07
H14 -17.41 -2.17 33.51
H15 -18.67 -3.00 35.40
H16 -20.35 -2.50 35.26
C5 -13.51 -4.59 29.25
O5 -12.57 -3.91 29.55
N9 -13.47 -5.92 29.04
N10 -14.81 -4.15 29.17
H17 -14.16 -6.31 28.35
H18 -12.50 -6.17 28.88
H19 -15.51 -4.83 29.49
H20 -14.86 -3.19 29.51
C6 -15.73 -5.01 36.08
O6 -16.23 -3.71 35.87
C7 -15.42 -2.70 36.48
C8 -15.99 -1.40 36.17
N11 -16.04 -0.97 34.81
C9 -16.53 0.43 34.76
C10 -16.55 1.11 33.40
O7 -17.59 0.70 32.51
C11 -18.74 1.49 32.70
H21 -16.38 -5.73 35.65
H22 -15.64 -5.14 37.15
H23 -14.75 -5.29 35.66
H24 -14.42 -2.74 36.13
H25 -15.36 -2.96 37.55
H26 -15.60 -0.56 36.79
H27 -17.02 -1.53 36.44
H28 -15.06 -1.07 34.45
H29 -15.89 1.14 35.42
H30 -17.55 0.32 35.15
H31 -15.61 0.92 32.96
H32 -16.56 2.22 33.53
H33 -18.61 2.54 32.46
H34 -19.16 1.31 33.66
H35 -19.39 1.12 31.99
C12 -23.65 -11.21 33.65
O8 -23.11 -10.29 32.70
C13 -22.94 -9.00 33.11
C14 -23.03 -8.02 31.97
N12 -22.11 -8.12 30.83
C15 -20.78 -8.60 31.18
C16 -19.88 -8.59 30.00
O9 -18.52 -8.84 30.45
C17 -17.57 -9.18 29.48
H36 -23.69 -12.15 33.13
H37 -24.60 -10.83 34.02
H38 -22.99 -11.40 34.52
H39 -21.95 -8.92 33.63
H40 -23.62 -8.72 33.92
H41 -23.04 -7.00 32.32
H42 -24.05 -8.18 31.59
H43 -22.46 -8.84 30.17
H44 -20.80 -9.59 31.51
H45 -20.30 -8.00 31.94
H46 -19.85 -7.62 29.54
H47 -20.20 -9.29 29.23
H48 -17.09 -10.06 29.90
H49 -16.77 -8.38 29.40
H50 -17.89 -9.31 28.45
C18 -12.00 2.84 32.15
O10 -12.26 1.77 33.02
C19 -11.15 1.51 33.76
C20 -10.30 0.65 32.93
N13 -11.08 -0.57 32.56
C21 -11.20 -1.50 33.61
C22 -12.04 -2.69 33.22
O11 -13.40 -2.28 33.38
C23 -14.27 -3.22 32.81
H51 -12.98 3.19 31.79
H52 -11.41 2.62 31.26
H53 -11.40 3.66 32.70
H54 -11.36 0.93 34.73
H55 -10.59 2.41 34.03
H56 -9.43 0.26 33.54
H57 -9.99 1.14 32.03
H58 -12.00 -0.33 32.22
H59 -11.59 -1.09 34.54
H60 -10.19 -1.95 33.81
H61 -11.88 -3.58 33.85
H62 -11.80 -2.88 32.11
H63 -13.85 -3.57 31.86
H64 -15.25 -2.67 32.69
H65 -14.57 -4.00 33.53
C24 -14.60 -0.29 23.74
O12 -15.53 -1.32 23.49
C25 -16.42 -1.59 24.61
C26 -17.33 -2.75 24.21
N14 -17.41 -3.71 25.26
C27 -16.21 -4.62 25.30
C28 -16.40 -5.47 26.50
O13 -15.30 -6.34 26.80
C29 -15.42 -7.50 26.11
H66 -14.11 0.04 22.81
H67 -13.81 -0.58 24.42
H68 -15.16 0.61 24.13
H69 -16.99 -0.73 24.95
H70 -15.80 -1.95 25.39
H71 -16.79 -3.17 23.29
H72 -18.32 -2.47 23.87
H73 -18.20 -4.33 25.01
H74 -15.36 -3.93 25.44
H75 -16.09 -5.13 24.26
H76 -17.26 -6.12 26.39
H77 -16.53 -4.88 27.42
H78 -15.02 -7.47 25.09
H79 -16.45 -7.78 26.07
H80 -14.82 -8.24 26.63
C30 -7.21 1.53 30.77
O14 -8.24 2.42 30.90
C31 -8.43 3.41 29.92
C32 -8.82 2.76 28.55
N15 -10.07 2.19 28.78
C33 -10.52 1.29 27.79
C34 -11.03 1.99 26.49
O15 -12.14 2.75 26.72
C35 -13.34 2.06 26.83
H81 -7.54 0.92 29.94
H82 -7.13 1.15 31.76
H83 -6.24 1.97 30.47
H84 -7.50 3.96 29.84
H85 -9.18 4.11 30.28
H86 -8.06 2.05 28.23
H87 -8.71 3.49 27.79
H88 -10.80 2.87 28.94
H89 -11.41 0.78 28.13
H90 -9.85 0.58 27.45
H91 -11.34 1.25 25.74
H92 -10.33 2.68 25.93
H93 -13.49 1.34 27.64
H94 -13.48 1.46 25.93
H95 -14.11 2.85 26.97
C36 -24.69 -5.06 28.08
O16 -23.35 -5.68 28.02
C37 -23.34 -6.69 26.99
C38 -22.19 -7.67 27.26
N16 -20.84 -7.27 26.80
C39 -20.60 -7.52 25.35
C40 -19.69 -8.78 25.11
O17 -20.30 -9.93 25.77
C41 -19.83 -11.21 25.43
H96 -24.90 -4.47 27.18
H97 -24.66 -4.33 28.95
H98 -25.52 -5.72 28.27
H99 -23.24 -6.21 25.97
H100 -24.31 -7.21 27.14
H101 -22.35 -8.60 26.88
H102 -22.16 -7.74 28.41
H103 -20.81 -6.28 26.96
H104 -20.02 -6.69 24.85
H105 -21.53 -7.72 24.73
H106 -18.61 -8.52 25.44
H107 -19.65 -8.97 24.00
H108 -19.35 -11.73 26.30
H109 -19.05 -11.30 24.63
H110 -20.70 -11.78 25.08
C42 -14.12 -0.34 30.17
O18 -15.20 -1.26 29.86
C43 -16.36 -0.62 29.27
C44 -17.24 -1.76 28.71
N17 -17.82 -2.50 29.85
C45 -18.39 -3.78 29.46
C46 -18.41 -4.74 30.60
O19 -17.04 -4.91 31.03
C47 -16.93 -5.94 32.00
H111 -14.47 0.53 30.78
H112 -13.69 -0.02 29.20
H113 -13.44 -0.91 30.73
H114 -16.09 -0.01 28.41
H115 -16.90 -0.09 30.01
H116 -16.73 -2.53 28.11
H117 -17.98 -1.51 27.99
H118 -17.00 -2.61 30.47
H119 -17.85 -4.30 28.69
H120 -19.41 -3.47 29.13
H121 -18.65 -5.74 30.22
H122 -19.06 -4.39 31.46
H123 -17.20 -6.94 31.60
H124 -17.53 -5.89 32.88
H125 -15.84 -5.90 32.24
C48 -2.14 0.24 24.99
O20 -3.43 0.19 25.52
C49 -3.83 1.46 26.03
C50 -5.32 1.41 26.43
N18 -5.64 0.44 27.40
C51 -5.95 -0.91 26.91
C52 -6.96 -1.61 27.82
O21 -8.04 -0.71 28.20
C53 -8.86 -1.42 29.20
H126 -2.14 0.66 23.96
H127 -1.72 -0.75 24.90
H128 -1.42 0.83 25.61
H129 -3.61 2.35 25.36
H130 -3.24 1.66 26.90
H131 -5.88 1.09 25.53
H132 -5.64 2.36 26.72
H133 -6.39 0.70 27.94
H134 -5.03 -1.53 26.82
H135 -6.22 -0.96 25.85
H136 -6.59 -1.98 28.80
H137 -7.42 -2.48 27.29
H138 -9.52 -0.60 29.58
H139 -8.21 -1.84 29.92
H140 -9.55 -2.18 28.75